Here is a molecular structure, C40H40KN2P2 from the OMol25 dataset. Energies are from ωB97M-V/def2-TZVPD.

Geometry as XYZ:
```
85
Properties=species:S:1:pos:R:3:mulliken_charge:R:1
K -0.729 1.186 0.251 0.91
C 2.424 -2.526 2.441 -1.11
N 1.804 -1.259 2.069 0.31
P 2.319 -0.261 0.777 0.60
C 4.059 0.085 1.211 0.56
C 5.127 -0.796 1.006 -0.35
C 6.397 -0.474 1.449 -0.74
C 6.617 0.735 2.098 -0.53
C 5.569 1.620 2.295 -0.86
C 4.296 1.300 1.853 -0.52
C 2.480 -1.436 -0.603 0.61
C 1.594 -2.504 -0.720 -0.56
C 1.602 -3.303 -1.851 -0.67
C 2.486 -3.039 -2.886 -0.48
C 3.358 -1.962 -2.790 -0.71
C 3.351 -1.163 -1.660 -0.43
P 0.417 -0.676 2.864 0.17
C 0.965 -0.564 4.603 0.45
C 2.286 -0.259 4.927 -0.37
C 2.656 -0.040 6.244 -0.62
C 1.711 -0.113 7.255 -0.52
C 0.388 -0.399 6.941 -0.59
C 0.017 -0.618 5.627 -0.66
C -0.730 -2.082 2.909 0.56
C -0.674 -3.148 3.811 -0.08
C -1.630 -4.143 3.768 -0.75
C -2.661 -4.077 2.836 -0.52
C -2.727 -3.022 1.941 -0.54
C -1.758 -2.027 1.973 -0.18
H 3.441 -2.567 2.052 0.29
H 1.862 -3.379 2.051 0.28
H 2.474 -2.619 3.528 0.43
H 4.962 -1.729 0.480 0.38
H 7.217 -1.162 1.286 0.40
H 7.611 0.993 2.440 0.38
H 5.736 2.571 2.785 0.47
H 3.484 2.005 1.984 0.53
H 0.877 -2.707 0.068 0.18
H 0.908 -4.130 -1.928 0.44
H 2.487 -3.663 -3.771 0.37
H 4.039 -1.734 -3.599 0.40
H 4.019 -0.313 -1.600 0.40
H 3.030 -0.180 4.143 0.20
H 3.687 0.192 6.477 0.41
H 2.000 0.059 8.284 0.36
H -0.362 -0.449 7.721 0.39
H -1.019 -0.839 5.397 0.47
H 0.114 -3.182 4.554 0.44
H -1.584 -4.970 4.466 0.38
H -3.422 -4.847 2.819 0.39
H -3.534 -2.932 1.224 0.37
H -1.865 -1.224 1.239 0.12
C -6.127 -0.870 0.156 -0.30
C -5.502 -0.361 1.285 -0.59
C -4.181 0.063 1.215 -0.07
C -3.381 0.034 0.059 -0.54
C -4.081 -0.476 -1.049 -0.40
C -5.397 -0.923 -1.021 -0.54
H -7.156 -1.214 0.190 0.34
H -6.039 -0.297 2.228 0.32
H -3.757 0.428 2.155 0.18
H -3.578 -0.543 -2.015 0.29
H -5.852 -1.316 -1.926 0.33
C -0.435 6.464 -1.325 -0.94
N -0.073 6.408 0.078 -0.06
C -0.988 7.207 0.862 -0.98
C -0.057 5.027 0.572 -1.26
C 0.958 4.165 -0.152 0.90
C 2.298 4.395 0.164 -0.46
C 3.306 3.715 -0.491 -0.56
C 2.943 2.787 -1.455 -0.19
C 1.603 2.559 -1.723 -0.29
C 0.525 3.216 -1.097 -1.29
H -0.400 7.501 -1.665 0.37
H -1.447 6.062 -1.512 0.33
H 0.261 5.868 -1.912 0.23
H -0.985 8.239 0.504 0.32
H -0.683 7.206 1.910 0.30
H -2.027 6.832 0.809 0.35
H -1.058 4.568 0.456 0.25
H 0.168 5.081 1.644 0.61
H 2.540 5.138 0.920 0.32
H 4.349 3.896 -0.254 0.39
H 3.710 2.242 -1.999 0.42
H 1.399 1.804 -2.487 0.37
```

For the largest force on an atom, the calculation gives 0.0077 Eh/bohr. The charge is -1. For the LUMO energy, the calculation gives 2.24 eV.